ORCA calculation (ωB97M-V/def2-TZVPD) on a structure of composition C33H34N2O6PtTe.

```
77
Properties=species:S:1:pos:R:3:forces:R:3
Pt -0.2437 0.5324 0.1062 -0.6 0.0 0.4
O 3.2665 -2.3741 0.9917 0.0 -0.2 0.1
C 2.3070 -1.5540 0.5394 0.0 0.1 0.1
O 2.4142 -0.3603 0.5582 0.0 0.2 -0.2
C 1.1383 -2.3040 -0.0197 -0.1 0.0 0.0
C 1.1864 -3.6776 -0.1512 0.1 -0.1 0.0
C 0.1195 -4.3381 -0.7438 0.0 0.0 0.0
C -0.9444 -3.5910 -1.1965 -0.1 0.0 0.0
C -0.9300 -2.2150 -1.0151 0.0 0.1 0.0
N 0.0814 -1.5830 -0.4236 0.1 -0.2 0.0
C -2.1160 -1.3883 -1.4879 0.0 0.3 0.1
O -3.1435 -1.9749 -1.7779 0.0 0.0 -0.1
O -1.9232 -0.1117 -1.5099 0.3 -0.4 -0.2
H 3.9771 -1.8171 1.3380 0.0 0.1 0.0
H 2.0572 -4.2107 0.1986 0.0 0.0 0.0
H 0.1272 -5.4148 -0.8491 0.0 0.0 0.0
H -1.8169 -4.0187 -1.6698 0.0 0.0 0.0
C -1.6765 -2.7187 8.0775 0.1 0.0 -0.1
C -1.4174 -2.2486 6.6682 0.0 0.0 0.1
C -1.4980 -0.9024 6.3402 0.0 0.0 0.0
C -1.2534 -0.4490 5.0473 0.1 -0.1 0.0
C -1.3503 1.0188 4.7208 0.0 0.0 0.0
C -0.9439 -1.3848 4.0569 0.0 0.1 0.0
C -0.8446 -2.7449 4.3632 0.0 0.0 0.0
C -0.4735 -3.7504 3.3018 -0.1 0.1 0.1
C -1.0754 -3.1535 5.6703 0.0 -0.1 0.0
C -0.8304 -0.9172 2.6221 -0.5 -0.5 -0.1
O 0.1270 -0.1393 2.3258 0.1 0.4 -0.5
O -1.7031 -1.3212 1.8228 0.3 0.3 0.2
H -2.2563 -1.9836 8.6357 0.0 0.0 0.0
H -0.7355 -2.8774 8.6111 0.0 0.0 0.0
H -2.2213 -3.6638 8.0830 0.0 0.0 0.0
H -1.7652 -0.1829 7.1096 0.0 0.0 0.0
H -1.6561 1.5963 5.5934 0.0 0.0 0.0
H -2.0823 1.1910 3.9288 0.0 0.0 0.0
H -0.3980 1.4020 4.3544 0.0 0.0 0.0
H -1.1050 -3.6230 2.4228 0.0 0.0 0.0
H -0.5878 -4.7685 3.6745 0.0 0.0 0.0
H 0.5664 -3.6152 2.9913 0.0 0.0 0.0
H -1.0016 -4.2104 5.9128 0.0 0.0 0.0
C 0.3644 3.9638 -1.7630 0.0 -0.1 0.1
C 1.1174 3.2721 -0.6094 0.1 0.5 -0.1
C 1.5873 4.3191 0.4149 -0.1 -0.2 0.1
C 2.3302 2.5157 -1.1754 -0.1 -0.1 0.1
N 0.2324 2.3583 0.0377 0.1 -0.3 -0.2
H 1.0719 4.5226 -2.3772 0.0 0.0 0.0
H -0.3848 4.6575 -1.3744 0.0 0.0 0.0
H -0.1277 3.2146 -2.3863 0.0 0.0 0.0
H 2.2764 5.0197 -0.0595 0.0 0.0 0.0
H 2.0933 3.8266 1.2480 0.0 0.1 -0.1
H 0.7353 4.8744 0.8131 0.0 0.0 0.0
H 3.0603 3.2366 -1.5479 0.0 0.0 0.0
H 2.0165 1.8641 -1.9937 0.0 0.0 0.0
H 2.7902 1.9043 -0.3994 0.0 0.0 0.0
Te -3.0977 0.9999 0.4872 0.1 0.5 0.2
C -3.9665 2.0231 -1.1502 0.0 -0.1 0.0
C -5.2241 1.5816 -1.5444 0.1 0.0 0.0
C -5.8960 2.2392 -2.5674 0.0 0.0 0.0
C -5.3072 3.3242 -3.1997 0.0 0.0 0.0
C -4.0378 3.7438 -2.8216 0.0 0.0 0.0
C -3.3649 3.0937 -1.7983 0.1 -0.1 0.1
C -3.2662 2.7861 1.6602 0.1 -0.2 0.1
C -4.2840 2.8816 2.6033 0.0 -0.1 0.0
C -4.4560 4.0576 3.3226 0.0 0.0 0.0
C -3.6136 5.1382 3.1021 0.0 0.0 0.0
C -2.5852 5.0357 2.1742 0.0 0.0 0.0
C -2.4060 3.8596 1.4598 0.0 -0.1 0.1
H -5.6688 0.7175 -1.0649 0.0 0.0 0.0
H -6.8786 1.8993 -2.8711 0.0 0.0 0.0
H -5.8320 3.8414 -3.9932 0.0 0.0 0.0
H -3.5664 4.5790 -3.3252 0.0 0.0 0.0
H -2.3698 3.4113 -1.5119 -0.1 0.0 0.0
H -4.9425 2.0384 2.7837 0.0 0.1 0.0
H -5.2485 4.1249 4.0583 0.0 0.0 0.0
H -3.7543 6.0569 3.6580 0.0 0.0 0.0
H -1.9167 5.8725 2.0070 0.0 0.0 0.0
H -1.5809 3.7618 0.7656 0.0 0.1 0.0
```
Forces are in eV/Å.

## Properties
**HOMO (spin up / spin down)**: -7.7979 / -8.1462 eV
**Calculated total energy**: -60575.42205 eV
**Expectation value of S²**: 6.026
**Kohn-Sham gap (spin up / spin down)**: 7.448 / 6.530 eV
**ΔE to the lowest compared entry with this formula, charge and spin**: 0.0 kJ/mol
**LUMO level (spin up / spin down)**: -0.3 / -1.6 eV
**2S+1**: 5

***

ORCA calculation (ωB97M-V/def2-TZVPD) on a structure of composition C33H34N5S2SeTa.

```
76
Properties=species:S:1:pos:R:3:forces:R:3
Ta 0.6349 -0.3241 -0.1815 -0.2 0.0 0.3
S 4.3919 -1.3371 2.2760 -0.1 0.0 -0.1
C 4.0003 0.2699 2.6927 0.0 -0.1 0.0
C 2.8793 0.7164 2.0553 0.0 0.1 0.1
C 2.2879 -0.2522 1.2020 0.4 -0.4 0.0
C 3.0319 -1.4211 1.2277 -0.1 0.2 0.0
C 2.7321 -2.5178 0.3202 0.0 0.0 0.1
C 3.4283 -3.7221 0.2486 0.0 0.0 0.0
C 3.0707 -4.6591 -0.6995 -0.1 0.1 0.0
C 2.0225 -4.3805 -1.5773 0.1 0.0 0.1
C 1.3689 -3.1791 -1.4499 0.0 0.0 -0.1
N 1.6953 -2.2691 -0.5150 0.1 -0.1 -0.1
H 4.6243 0.8057 3.3904 0.0 0.0 0.0
H 2.5077 1.7234 2.1904 0.0 0.0 0.0
H 4.2467 -3.9039 0.9312 0.0 0.0 0.0
H 3.6071 -5.5957 -0.7681 0.0 0.0 0.0
H 1.7285 -5.0752 -2.3497 0.0 0.0 0.0
H 0.5714 -2.9079 -2.1341 0.0 0.0 0.1
C 0.1426 3.3973 3.5071 0.0 0.0 0.1
N 0.3142 3.7106 2.0956 0.0 -0.1 -0.1
C -0.0353 2.9156 1.0814 -0.1 0.0 -0.1
Se -0.8603 1.2335 1.2853 0.0 0.2 0.1
N 0.2073 3.5497 -0.0687 0.0 -0.2 0.0
C 0.7519 4.7987 0.1899 0.1 0.1 0.2
C 1.1847 5.8178 -0.6487 0.0 0.0 0.0
C 1.6808 6.9491 -0.0333 0.0 0.0 -0.1
C 1.7439 7.0614 1.3617 0.0 0.0 0.1
C 1.3160 6.0473 2.1957 0.0 0.0 0.0
C 0.8186 4.9048 1.5789 0.0 0.2 -0.2
H -0.9158 3.3741 3.7599 0.0 0.0 0.0
H 0.6335 4.1685 4.0913 0.0 0.0 0.0
H 0.5959 2.4327 3.7283 0.0 0.0 0.0
H 0.0281 3.1348 -0.9713 0.1 0.0 0.0
H 1.1322 5.7338 -1.7252 0.0 0.0 0.0
H 2.0267 7.7737 -0.6405 0.0 0.0 0.0
H 2.1347 7.9714 1.7947 0.0 0.0 0.0
H 1.3669 6.1501 3.2701 0.0 0.0 0.0
N -1.0998 -1.6474 -0.2459 0.1 -0.2 -0.1
S -2.6441 -1.4084 0.2208 -0.2 0.0 0.0
C -3.6823 -2.2165 -0.9690 0.1 0.0 0.1
C -3.6819 -3.6002 -1.1084 0.1 0.0 0.1
C -4.4751 -4.1693 -2.0871 0.0 0.0 0.0
C -5.2599 -3.3608 -2.9041 0.0 0.0 0.0
C -5.2573 -1.9826 -2.7498 0.0 0.0 0.0
C -4.4605 -1.3985 -1.7756 0.0 0.1 0.0
C -2.8663 -2.4188 1.6857 0.0 0.0 -0.1
C -4.1604 -2.7432 2.0733 -0.1 0.0 0.0
C -4.3498 -3.4366 3.2566 0.0 0.0 0.0
C -3.2586 -3.7931 4.0399 0.0 0.0 0.0
C -1.9743 -3.4537 3.6437 0.0 0.0 0.0
C -1.7705 -2.7562 2.4614 0.1 0.0 0.0
H -0.9769 -2.6319 -0.4786 0.1 0.0 0.1
H -3.0950 -4.2234 -0.4429 0.0 0.0 0.0
H -4.4953 -5.2434 -2.2091 0.0 0.0 0.0
H -5.8849 -3.8149 -3.6608 0.0 0.0 0.0
H -5.8770 -1.3620 -3.3817 0.0 0.0 0.0
H -4.4499 -0.3244 -1.6396 0.0 0.0 0.0
H -5.0104 -2.4694 1.4605 0.0 0.0 0.0
H -5.3513 -3.7008 3.5664 0.0 0.0 0.0
H -3.4124 -4.3375 4.9613 0.0 0.0 0.0
H -1.1257 -3.7299 4.2542 0.0 0.0 0.0
H -0.7681 -2.4883 2.1528 0.0 0.0 0.0
C 2.3897 0.1432 -3.5553 0.0 0.1 -0.1
C 1.7393 1.2508 -2.7203 0.2 0.1 -0.1
C 2.7829 2.3207 -2.3855 0.0 0.0 -0.1
C 0.5494 1.8522 -3.4708 0.1 0.0 0.0
N 1.2761 0.6474 -1.4944 -0.3 0.0 -0.1
H 2.7671 0.5487 -4.4942 0.0 0.0 0.0
H 1.6643 -0.6376 -3.7908 0.0 0.0 0.0
H 3.2248 -0.2998 -3.0127 0.0 0.0 0.0
H 3.2008 2.7352 -3.3032 0.0 0.0 0.0
H 3.5959 1.8884 -1.8031 0.0 0.0 0.0
H 2.3541 3.1452 -1.8126 0.0 0.0 0.0
H 0.8790 2.3002 -4.4082 0.0 0.0 0.0
H 0.0601 2.6354 -2.8856 0.0 0.0 0.0
H -0.1923 1.0860 -3.6984 0.0 0.0 0.0
```
Forces are in eV/Å.

## Properties
**HOMO**: -13.3810 eV
**Calculated total energy**: -130780.74269 eV
**Total charge**: +2
**Kohn-Sham gap**: 7.587 eV
**ΔE to the lowest compared entry with this formula, charge and spin**: 0.0 kJ/mol
**LUMO level**: -5.8 eV
**2S+1**: 1

***

ORCA calculation (ωB97M-V/def2-TZVPD) on a cluster of 5 separate species, C33H34O3S in total.

```
71
Properties=species:S:1:pos:R:3:forces:R:3
O 2.2197 5.6474 -1.9563 -0.6 -0.6 0.5
C 1.3937 4.8523 -1.5298 0.7 0.7 -0.3
C 0.0825 5.2958 -1.0142 -0.4 -0.4 0.2
C -0.8527 4.3985 -0.6954 0.5 0.1 -0.2
C -0.5984 2.9437 -0.8675 -0.6 -0.5 0.0
O -1.5312 2.1548 -0.7647 0.9 0.5 0.1
C 0.7816 2.4633 -1.1753 0.0 0.3 -0.2
C 0.9862 0.9783 -1.1467 0.0 0.1 0.5
C 2.2999 0.5003 -0.4890 -0.7 0.1 -0.2
C 2.0801 -0.4644 0.6714 0.4 -0.1 0.0
S 1.0608 -1.8985 0.2078 -0.1 -0.2 -0.1
C 1.7006 3.3869 -1.5074 -0.1 -0.1 0.1
O 2.9482 3.0494 -1.9301 -0.4 -0.6 0.1
H -0.0853 6.3553 -0.9086 0.1 0.2 -0.1
H -1.8286 4.6702 -0.3265 -0.2 0.0 0.0
H 0.8509 0.5743 -2.1460 0.1 -0.1 -0.2
H 0.1612 0.5654 -0.5745 -0.2 0.0 0.0
H 2.8108 1.3600 -0.0719 0.3 0.1 0.0
H 2.9300 0.0472 -1.2459 0.3 0.0 0.0
H 3.0541 -0.8403 0.9734 0.1 -0.1 0.2
H 1.6717 0.0543 1.5315 -0.3 0.0 0.0
H 0.2653 -1.9950 1.2812 0.1 0.2 0.0
H 3.6047 3.4827 -1.3814 0.2 0.5 -0.1
C 3.8055 -2.4222 6.2086 0.0 0.0 0.0
C 3.0264 -1.4553 5.5889 0.0 0.0 0.0
C 2.5562 -1.6653 4.2999 0.0 0.0 0.0
C 2.8665 -2.8400 3.6285 0.0 0.0 0.0
C 3.6508 -3.8043 4.2467 0.0 0.0 0.0
C 4.1191 -3.5958 5.5367 0.0 0.0 0.0
H 4.1684 -2.2613 7.2155 0.0 0.0 0.0
H 2.7850 -0.5384 6.1111 0.0 0.0 0.0
H 1.9455 -0.9117 3.8182 0.0 0.0 0.0
H 2.4968 -3.0040 2.6235 0.0 0.0 0.0
H 3.8975 -4.7188 3.7228 0.0 0.0 0.0
H 4.7300 -4.3484 6.0190 0.0 0.0 0.0
C -4.4809 2.9263 -1.1634 -0.2 -0.1 0.0
C -4.2339 3.8836 -2.1381 0.0 0.0 0.1
C -5.2668 4.6806 -2.6143 0.0 0.0 0.0
C -6.5523 4.5187 -2.1172 0.0 0.0 0.0
C -6.8053 3.5565 -1.1483 0.0 0.0 0.0
C -5.7711 2.7622 -0.6724 0.0 0.1 0.0
H -3.6713 2.3127 -0.7947 -0.1 0.1 0.0
H -3.2322 4.0080 -2.5311 0.0 0.0 0.0
H -5.0696 5.4259 -3.3744 0.0 0.0 0.0
H -7.3579 5.1409 -2.4863 0.0 0.0 0.0
H -7.8092 3.4264 -0.7647 0.0 0.0 0.0
H -5.9689 2.0130 0.0835 0.0 0.0 0.0
C 4.4162 -8.3795 6.0002 0.0 0.0 0.0
C 3.6390 -7.4114 5.3795 0.0 0.0 0.0
C 3.1679 -7.6207 4.0906 0.0 0.0 0.0
C 3.4773 -8.7966 3.4212 0.0 0.0 0.0
C 4.2604 -9.7614 4.0395 0.0 0.0 0.0
C 4.7289 -9.5536 5.3292 0.0 0.0 0.0
H 4.7786 -8.2189 7.0074 0.0 0.0 0.0
H 3.3989 -6.4935 5.9007 0.0 0.0 0.0
H 2.5586 -6.8672 3.6077 0.0 0.0 0.0
H 3.1082 -8.9609 2.4171 0.0 0.0 0.0
H 4.5052 -10.6765 3.5160 0.0 0.0 0.0
H 5.3379 -10.3069 5.8118 0.0 0.0 0.0
C -3.9077 2.9377 -5.4746 0.0 0.0 0.0
C -5.0609 3.5694 -5.9191 0.0 0.0 0.0
C -5.0886 4.1593 -7.1752 0.0 0.0 0.0
C -3.9617 4.1220 -7.9856 0.0 0.0 0.0
C -2.8066 3.4963 -7.5386 0.0 0.0 0.0
C -2.7802 2.9029 -6.2836 0.0 0.0 0.0
H -3.8885 2.4731 -4.4981 0.0 0.0 0.0
H -5.9377 3.6012 -5.2854 0.0 0.0 0.0
H -5.9889 4.6493 -7.5233 0.0 0.0 0.0
H -3.9841 4.5810 -8.9656 0.0 0.0 0.0
H -1.9266 3.4705 -8.1683 0.0 0.0 0.0
H -1.8797 2.4129 -5.9354 0.0 0.0 0.0
```
Forces are in eV/Å.

## Properties
**HOMO**: -9.1437 eV
**Calculated total energy**: -51748.85467 eV
**Kohn-Sham gap**: 7.572 eV
**SMILES string**: O=C1C=CC(=O)C(CCCS)=C1O.c1ccccc1.c1ccccc1.c1ccccc1.c1ccccc1
**LUMO level**: -1.6 eV
**2S+1**: 1